# C5H6N2

A single C5H6N2 molecule (ωB97M-V/def2-TZVPD, the OMol25 dataset).

The value obtained for the relative energy (zero: lowest compared OMol25 entry of this formula, charge and spin) is 230.0 kJ/mol. The energy is -8259.975 eV. For the orbital gap, the calculation gives 10.83 eV. For the molecular weight, the calculation gives 94.12 g mol⁻¹. The max |F| comes out at 0.02125 hartree/bohr.

Atoms and positions in Å:
N -0.298 2.452 -1.169
C -0.369 1.304 -1.296
C -0.345 -0.145 -1.311
C 0.606 -0.818 -0.392
C 0.820 0.049 0.843
C -0.703 -0.116 1.062
N -0.861 -0.937 -0.181
H -0.556 -0.606 -2.272
H 1.213 -1.658 -0.724
H 1.445 -0.388 1.620
H 1.172 1.063 0.625
H -0.947 -0.754 1.912
H -1.326 0.782 1.088


# C5H6N2

A single C5H6N2 molecule (ωB97M-V/def2-TZVPD, the OMol25 dataset).

The value obtained for the relative energy (zero: lowest compared OMol25 entry of this formula, charge and spin) is 490.1 kJ/mol. The energy is -8257.279 eV. For the orbital gap, the calculation gives 9.58 eV. For the molecular weight, the calculation gives 94.12 g mol⁻¹. The max |F| comes out at 0.04316 hartree/bohr.

Atoms and positions in Å:
C -1.272 -2.433 2.358
C -0.916 -1.674 1.486
C -0.323 -0.732 0.629
N -1.069 0.032 -0.072
N -0.568 0.912 -1.062
C 0.720 0.762 -1.685
C 0.578 1.740 -0.622
H -1.475 -3.162 3.129
H 0.759 -0.712 0.514
H 1.291 -0.142 -1.498
H 0.771 1.013 -2.739
H 0.419 2.799 -0.782
H 1.085 1.596 0.344


# C5H6N2

A single C5H6N2 molecule (ωB97M-V/def2-TZVPD, the OMol25 dataset).

The value obtained for the relative energy (zero: lowest compared OMol25 entry of this formula, charge and spin) is 311.9 kJ/mol. The energy is -8259.126 eV. For the orbital gap, the calculation gives 10.17 eV. For the molecular weight, the calculation gives 94.12 g mol⁻¹. The max |F| comes out at 0.08050 hartree/bohr.

Atoms and positions in Å:
N 0.295 3.183 -1.667
C 0.189 2.075 -1.304
C 0.348 0.695 -0.984
C -0.239 0.062 -0.027
C 0.171 -1.285 0.400
C -0.820 -2.188 1.111
N 0.105 -1.495 1.877
H 1.113 0.097 -1.626
H -1.160 0.313 0.527
H 1.255 -1.561 0.089
H -1.021 -3.163 0.877
H -1.709 -1.580 1.278
H 0.823 -2.073 2.204


# C5H6N2

A single C5H6N2 molecule (ωB97M-V/def2-TZVPD, the OMol25 dataset).

The value obtained for the relative energy (zero: lowest compared OMol25 entry of this formula, charge and spin) is 229.5 kJ/mol. The energy is -8259.980 eV. For the orbital gap, the calculation gives 10.82 eV. For the molecular weight, the calculation gives 94.12 g mol⁻¹. The max |F| comes out at 0.02102 hartree/bohr.

Atoms and positions in Å:
N -1.024 2.694 -0.172
C -0.958 1.574 -0.455
C -0.760 0.145 -0.725
C 0.713 -0.266 -0.982
C 0.635 -0.984 0.355
C 0.116 -0.151 1.450
N -0.843 -0.724 0.501
H -1.468 -0.196 -1.484
H 1.450 0.531 -1.112
H 0.779 -0.969 -1.816
H 1.056 -1.968 0.539
H 0.257 0.928 1.471
H 0.047 -0.614 2.430


Question: What is the relative energy (zero: lowest compared OMol25 entry of this formula, charge and spin) in the third record?
Answer: 311.9 kJ/mol


Question: Among the records above, which one has the highest energy?
Answer: number 2